(1)
{"formula": "C19H51B2FN4O7S", "method": "ωB97M-V/def2-TZVPD", "charge": 0, "e_homo_ev": -8.01, "e_tot_ev": -55732.1058, "orbital_gap_ev": 8.136, "lumo_ev": 0.13, "smiles": "O=S(=O)(F)N(CB(O)O)OB(O)O.CCN(CC)CC.CCN(CC)CC.CCN(CC)CC", "symbols": ["O", "S", "O", "F", "N", "C", "B", "O", "O", "O", "B", "O", "O", "H", "H", "H", "H", "H", "H", "C", "C", "N", "C", "C", "C", "C", "H", "H", "H", "H", "H", "H", "H", "H", "H", "H", "H", "H", "H", "H", "H", "C", "C", "N", "C", "C", "C", "C", "H", "H", "H", "H", "H", "H", "H", "H", "H", "H", "H", "H", "H", "H", "H", "C", "C", "N", "C", "C", "C", "C", "H", "H", "H", "H", "H", "H", "H", "H", "H", "H", "H", "H", "H", "H", "H"], "positions_angstrom": [[0.248, 1.540, 4.350], [-0.720, 1.424, 3.319], [-0.568, 2.163, 2.119], [-2.093, 1.836, 3.927], [-1.118, -0.164, 2.972], [0.067, -1.040, 2.898], [0.339, -1.620, 1.437], [-0.523, -2.436, 0.756], [1.536, -1.317, 0.860], [-2.031, -0.653, 3.938], [-3.330, -0.852, 3.469], [-3.721, -0.558, 2.187], [-4.192, -1.435, 4.360], [0.970, -0.571, 3.286], [-0.148, -1.875, 3.566], [-1.358, -2.518, 1.221], [1.506, -1.455, -0.091], [-4.104, 0.318, 2.118], [-3.999, -1.102, 5.243], [2.217, 5.322, -3.233], [1.764, 3.888, -3.004], [2.687, 3.108, -2.204], [2.386, 1.688, -2.213], [1.052, 1.245, -1.599], [3.037, 3.674, -0.911], [1.904, 3.923, 0.094], [3.209, 5.350, -3.687], [1.520, 5.819, -3.910], [2.242, 5.901, -2.310], [1.676, 3.403, -3.981], [0.748, 3.908, -2.577], [3.206, 1.157, -1.721], [2.411, 1.353, -3.256], [1.071, 1.276, -0.511], [0.837, 0.212, -1.886], [0.217, 1.854, -1.946], [3.557, 4.618, -1.093], [3.788, 3.031, -0.446], [1.023, 4.363, -0.376], [2.241, 4.617, 0.866], [1.600, 3.011, 0.603], [1.199, -0.441, -7.301], [1.365, 1.051, -7.056], [2.549, 1.609, -7.683], [2.852, 2.956, -7.233], [1.856, 4.074, -7.568], [2.678, 1.370, -9.110], [1.556, 1.869, -10.031], [2.085, -0.989, -6.978], [0.343, -0.811, -6.734], [1.014, -0.668, -8.351], [1.458, 1.213, -5.978], [0.440, 1.564, -7.367], [3.838, 3.237, -7.615], [2.968, 2.917, -6.145], [1.922, 4.377, -8.612], [2.083, 4.957, -6.966], [0.825, 3.792, -7.353], [2.788, 0.293, -9.261], [3.630, 1.794, -9.438], [0.566, 1.655, -9.626], [1.628, 1.368, -10.999], [1.625, 2.939, -10.221], [-0.953, -4.620, 5.875], [-1.475, -4.739, 7.299], [-2.619, -3.887, 7.562], [-2.953, -3.790, 8.973], [-3.429, -5.056, 9.695], [-3.741, -4.046, 6.652], [-4.399, -5.429, 6.544], [-0.712, -3.582, 5.638], [-0.046, -5.215, 5.765], [-1.672, -4.986, 5.141], [-0.676, -4.439, 7.982], [-1.679, -5.801, 7.511], [-3.708, -3.008, 9.091], [-2.064, -3.415, 9.490], [-4.455, -5.314, 9.436], [-3.406, -4.891, 10.774], [-2.793, -5.916, 9.484], [-3.409, -3.748, 5.656], [-4.503, -3.309, 6.920], [-3.662, -6.232, 6.495], [-4.997, -5.477, 5.632], [-5.071, -5.631, 7.376]]}

=====

(2)
{"formula": "C19H51BIrN2O2Si4Te", "method": "ωB97M-V/def2-TZVPD", "charge": 1, "e_homo_ev": -9.92, "e_tot_ev": -69925.2753, "orbital_gap_ev": 6.481, "lumo_ev": -3.44, "symbols": ["Ir", "N", "C", "C", "C", "C", "N", "H", "H", "H", "H", "H", "H", "H", "H", "H", "H", "H", "H", "C", "Si", "C", "C", "Si", "Te", "Si", "C", "C", "C", "Si", "C", "C", "C", "H", "H", "H", "H", "H", "H", "H", "H", "H", "H", "H", "H", "H", "H", "H", "H", "H", "H", "H", "H", "H", "H", "H", "H", "H", "H", "H", "C", "C", "C", "O", "B", "O", "C", "C", "C", "H", "H", "H", "H", "H", "H", "H", "H", "H", "H", "H", "H"], "positions_angstrom": [[-0.460, -0.314, -0.378], [0.305, -1.104, 1.445], [1.587, -0.626, 2.043], [2.809, -1.219, 1.361], [2.759, -0.991, -0.146], [2.558, 0.489, -0.468], [1.208, 0.716, -1.065], [-0.432, -0.910, 2.117], [0.313, -2.114, 1.318], [1.616, -0.820, 3.116], [1.569, 0.453, 1.916], [2.918, -2.287, 1.563], [3.677, -0.734, 1.813], [1.891, -1.530, -0.541], [3.611, -1.436, -0.657], [3.338, 0.894, -1.111], [2.555, 1.082, 0.443], [1.208, 0.457, -2.047], [0.998, 1.713, -1.014], [-3.615, -0.270, -5.745], [-4.596, -1.529, -4.784], [-5.454, -2.710, -5.947], [-5.844, -0.663, -3.711], [-3.107, -2.784, -3.460], [-2.271, -1.021, -1.876], [-1.244, -3.645, -4.573], [-0.108, -4.462, -3.341], [-1.842, -4.883, -5.832], [-0.332, -2.251, -5.409], [-4.162, -4.227, -1.938], [-5.455, -3.307, -0.969], [-2.891, -4.931, -0.772], [-4.940, -5.584, -2.951], [-4.301, 0.366, -6.314], [-2.927, -0.737, -6.452], [-3.034, 0.375, -5.080], [-6.141, -2.157, -6.594], [-6.038, -3.458, -5.405], [-4.745, -3.239, -6.588], [-6.477, -0.036, -4.346], [-5.363, -0.023, -2.968], [-6.490, -1.366, -3.182], [-0.562, -5.342, -2.883], [0.168, -3.769, -2.541], [0.808, -4.781, -3.848], [-2.385, -5.708, -5.366], [-0.984, -5.305, -6.364], [-2.500, -4.423, -6.572], [-0.052, -1.477, -4.688], [-0.926, -1.778, -6.192], [0.584, -2.638, -5.866], [-5.037, -2.435, -0.460], [-5.877, -3.975, -0.212], [-6.272, -2.962, -1.604], [-2.363, -4.135, -0.239], [-2.149, -5.541, -1.289], [-3.391, -5.562, -0.031], [-5.680, -5.197, -3.654], [-5.449, -6.284, -2.281], [-4.197, -6.148, -3.521], [-3.003, 3.020, 2.019], [-2.427, 3.219, 0.629], [-3.315, 4.119, -0.201], [-2.400, 1.901, -0.007], [-1.139, 1.407, 0.167], [-0.247, 2.324, 0.718], [-0.921, 3.625, 0.639], [-0.496, 4.459, 1.826], [-0.473, 4.266, -0.665], [-3.965, 2.515, 1.927], [-3.163, 3.971, 2.529], [-2.352, 2.403, 2.642], [-4.342, 3.756, -0.161], [-3.004, 4.144, -1.244], [-3.305, 5.139, 0.191], [-0.678, 3.942, 2.766], [-1.035, 5.408, 1.842], [0.570, 4.683, 1.758], [-0.784, 3.674, -1.530], [0.616, 4.347, -0.664], [-0.881, 5.270, -0.784]]}

=====

(3)
{"formula": "C19H51N13O23", "method": "ωB97M-V/def2-TZVPD", "charge": 0, "e_homo_ev": -9.35, "e_tot_ev": -86961.7136, "orbital_gap_ev": 9.066, "lumo_ev": -0.29, "symbols": ["C", "N", "O", "O", "H", "H", "H", "C", "N", "O", "O", "H", "H", "H", "C", "N", "O", "O", "H", "H", "H", "C", "N", "O", "O", "H", "H", "H", "C", "N", "O", "O", "H", "H", "H", "C", "N", "O", "O", "H", "H", "H", "C", "N", "O", "O", "H", "H", "H", "C", "N", "O", "O", "H", "H", "H", "C", "N", "O", "O", "H", "H", "H", "C", "N", "O", "O", "H", "H", "H", "C", "O", "N", "C", "C", "H", "H", "H", "H", "H", "H", "H", "C", "O", "N", "C", "C", "H", "H", "H", "H", "H", "H", "H", "C", "O", "N", "C", "C", "H", "H", "H", "H", "H", "H", "H"], "positions_angstrom": [[-1.030, 4.199, -9.310], [-0.122, 3.601, -8.311], [-0.463, 3.589, -7.120], [0.957, 3.265, -8.703], [-0.760, 3.821, -10.295], [-0.847, 5.273, -9.282], [-2.050, 3.862, -9.126], [-7.508, -0.667, -3.200], [-8.715, -1.195, -3.903], [-8.881, -2.403, -3.778], [-9.511, -0.397, -4.460], [-7.728, -0.376, -2.173], [-7.157, 0.203, -3.756], [-6.761, -1.452, -3.315], [4.174, -6.278, 1.888], [2.705, -6.419, 2.192], [1.903, -5.967, 1.371], [2.410, -7.026, 3.188], [4.728, -5.789, 2.689], [4.309, -5.573, 1.068], [4.559, -7.262, 1.619], [-3.042, 5.775, -0.035], [-2.534, 6.914, 0.696], [-1.315, 6.862, 0.841], [-3.259, 7.874, 0.985], [-2.137, 5.238, -0.317], [-3.421, 6.149, -0.986], [-3.834, 5.218, 0.467], [0.933, -7.040, -4.302], [2.087, -7.941, -4.289], [2.086, -8.894, -5.120], [2.845, -7.904, -3.368], [1.128, -5.993, -4.066], [0.136, -7.490, -3.710], [0.531, -7.124, -5.312], [-1.663, -2.860, 6.921], [-0.368, -3.473, 7.152], [0.515, -3.373, 6.315], [-0.322, -4.079, 8.188], [-1.783, -1.932, 7.480], [-2.452, -3.604, 6.811], [-1.453, -2.472, 5.924], [4.419, 4.143, -3.302], [4.430, 5.624, -3.032], [4.259, 5.952, -1.830], [4.372, 6.421, -3.964], [5.419, 3.730, -3.431], [3.757, 3.885, -4.129], [4.046, 3.674, -2.392], [-2.897, 3.641, 8.790], [-2.847, 3.661, 7.297], [-3.350, 4.587, 6.719], [-2.354, 2.672, 6.710], [-1.915, 3.719, 9.258], [-3.562, 2.800, 8.987], [-3.519, 4.492, 9.065], [-7.994, 2.066, 3.842], [-8.334, 0.605, 3.983], [-7.490, -0.248, 4.252], [-9.509, 0.403, 3.802], [-8.967, 2.507, 3.623], [-7.326, 2.200, 2.991], [-7.472, 2.434, 4.726], [-5.102, -5.143, -0.183], [-4.725, -5.424, 1.244], [-5.317, -6.298, 1.832], [-3.934, -4.712, 1.842], [-5.417, -4.101, -0.131], [-6.021, -5.693, -0.387], [-4.331, -5.313, -0.935], [5.472, 3.478, 6.062], [5.443, 2.900, 7.186], [4.424, 3.991, 5.459], [4.557, 4.703, 4.154], [3.136, 4.062, 6.024], [6.396, 3.570, 5.470], [5.387, 4.457, 3.491], [4.639, 5.768, 4.370], [3.680, 4.499, 3.540], [3.084, 3.555, 6.987], [2.743, 5.049, 6.265], [2.459, 3.671, 5.264], [-1.710, -0.071, 0.355], [-2.708, 0.177, -0.250], [-0.476, -0.381, -0.152], [-0.126, -0.474, -1.616], [0.657, -0.477, 0.808], [-1.643, -0.187, 1.448], [-0.124, -1.498, -1.991], [0.882, -0.108, -1.812], [-0.796, 0.151, -2.204], [0.371, -0.444, 1.859], [1.213, -1.391, 0.598], [1.212, 0.443, 0.624], [6.664, -2.700, -4.977], [5.436, -2.823, -4.796], [7.197, -2.182, -6.134], [8.630, -1.881, -6.212], [6.348, -1.720, -7.209], [7.487, -2.923, -4.281], [9.017, -2.131, -7.200], [9.095, -2.492, -5.439], [8.796, -0.817, -6.044], [6.298, -2.357, -8.093], [5.310, -1.902, -6.930], [6.346, -0.653, -7.430]]}

=====

(4)
{"formula": "C19H52AlI2NO21P5", "method": "ωB97M-V/def2-TZVPD", "charge": -1, "e_homo_ev": -5.73, "e_tot_ev": -134291.2907, "orbital_gap_ev": 7.653, "lumo_ev": 1.92, "symbols": ["C", "C", "I", "C", "I", "Al", "O", "C", "N", "H", "H", "H", "H", "H", "H", "H", "C", "O", "P", "O", "O", "C", "O", "C", "H", "H", "H", "H", "H", "H", "H", "H", "H", "C", "O", "P", "O", "O", "C", "O", "C", "H", "H", "H", "H", "H", "H", "H", "H", "H", "C", "O", "P", "O", "O", "C", "O", "C", "H", "H", "H", "H", "H", "H", "H", "H", "H", "C", "O", "P", "O", "O", "C", "O", "C", "H", "H", "H", "H", "H", "H", "H", "H", "H", "C", "O", "P", "O", "O", "C", "O", "C", "H", "H", "H", "H", "H", "H", "H", "H", "H"], "positions_angstrom": [[4.586, 5.032, 2.106], [4.165, 6.272, 2.901], [4.287, 8.066, 1.663], [2.784, 6.109, 3.511], [2.569, 7.488, 5.156], [1.186, 6.283, 2.239], [0.112, 4.777, 2.602], [0.750, 3.728, 2.461], [1.358, 2.741, 2.308], [4.702, 5.263, 1.058], [5.575, 4.732, 2.443], [3.928, 4.184, 2.267], [4.878, 6.453, 3.692], [2.752, 5.107, 3.941], [1.564, 6.406, 0.697], [0.313, 7.556, 2.676], [2.194, -0.318, 1.760], [3.312, -0.841, 2.515], [3.184, -2.255, 3.193], [2.151, -3.145, 2.656], [3.051, -1.953, 4.750], [2.187, -0.893, 5.179], [4.663, -2.803, 3.090], [4.907, -4.109, 3.623], [2.207, 0.767, 1.849], [2.298, -0.608, 0.715], [1.246, -0.689, 2.145], [1.235, -0.917, 4.648], [2.674, 0.068, 5.018], [2.002, -1.025, 6.241], [4.458, -4.865, 2.978], [4.506, -4.201, 4.633], [5.983, -4.255, 3.655], [-0.983, 1.430, 0.390], [-2.011, 1.130, -0.580], [-3.090, 0.028, -0.239], [-3.272, -0.291, 1.175], [-2.706, -1.207, -1.169], [-1.330, -1.592, -1.286], [-4.372, 0.603, -0.975], [-5.575, -0.167, -0.871], [-0.089, 1.739, -0.144], [-1.313, 2.239, 1.035], [-0.744, 0.559, 0.998], [-0.837, -1.601, -0.313], [-0.809, -0.912, -1.960], [-1.300, -2.594, -1.704], [-5.978, -0.093, 0.138], [-5.392, -1.213, -1.121], [-6.290, 0.246, -1.578], [3.079, 1.199, -5.283], [1.789, 1.277, -5.910], [0.786, 0.064, -5.743], [1.060, -0.836, -4.624], [0.751, -0.640, -7.175], [1.974, -0.849, -7.878], [-0.600, 0.807, -5.705], [-1.771, -0.005, -5.540], [3.778, 1.766, -5.895], [3.028, 1.641, -4.290], [3.428, 0.171, -5.203], [2.752, -1.234, -7.217], [2.303, 0.086, -8.333], [1.787, -1.577, -8.663], [-1.809, -0.388, -4.521], [-1.779, -0.834, -6.249], [-2.643, 0.619, -5.721], [0.526, -8.707, 7.772], [1.153, -7.564, 7.179], [0.946, -7.303, 5.625], [-0.199, -7.986, 5.025], [2.358, -7.660, 4.968], [3.048, -8.832, 5.391], [0.938, -5.737, 5.569], [0.756, -5.115, 4.273], [1.154, -9.038, 8.597], [-0.455, -8.428, 8.154], [0.416, -9.523, 7.060], [2.372, -9.686, 5.470], [3.530, -8.651, 6.353], [3.811, -9.057, 4.650], [-0.275, -5.245, 3.946], [1.436, -5.541, 3.539], [0.972, -4.064, 4.376], [-5.506, 4.999, -7.373], [-4.921, 5.037, -6.065], [-5.120, 3.790, -5.104], [-5.496, 2.541, -5.769], [-6.145, 4.292, -3.992], [-7.286, 5.052, -4.384], [-3.758, 3.776, -4.324], [-3.576, 2.737, -3.343], [-5.754, 6.021, -7.653], [-4.788, 4.594, -8.083], [-6.412, 4.396, -7.393], [-7.770, 4.620, -5.262], [-6.992, 6.081, -4.590], [-7.991, 5.045, -3.556], [-3.436, 1.779, -3.841], [-4.430, 2.681, -2.669], [-2.688, 2.968, -2.764]]}

=====

(5)
{"formula": "C19H52F3N8O9S", "method": "ωB97M-V/def2-TZVPD", "charge": -1, "e_homo_ev": -6.36, "e_tot_ev": -69881.9927, "orbital_gap_ev": 8.685, "lumo_ev": 2.32, "symbols": ["C", "F", "F", "F", "S", "O", "O", "O", "C", "O", "N", "N", "H", "H", "H", "H", "C", "O", "N", "N", "H", "H", "H", "H", "C", "C", "C", "O", "C", "N", "H", "H", "H", "H", "H", "H", "H", "H", "H", "H", "H", "C", "C", "C", "O", "C", "N", "H", "H", "H", "H", "H", "H", "H", "H", "H", "H", "H", "C", "C", "C", "O", "C", "N", "H", "H", "H", "H", "H", "H", "H", "H", "H", "H", "H", "C", "C", "C", "O", "C", "N", "H", "H", "H", "H", "H", "H", "H", "H", "H", "H", "H"], "positions_angstrom": [[-0.688, -0.924, -0.676], [-1.253, -1.140, -1.898], [-0.715, 0.389, -0.440], [-1.487, -1.483, 0.272], [1.225, -1.457, -0.723], [1.949, -0.417, -1.532], [1.675, -1.198, 0.672], [1.375, -2.807, -1.193], [5.172, -2.350, 1.043], [6.339, -2.242, 0.832], [4.515, -3.448, 1.171], [4.387, -1.333, 1.193], [5.109, -4.264, 1.123], [3.574, -3.464, 1.537], [4.869, -0.447, 1.133], [3.395, -1.431, 1.027], [4.318, -2.719, -3.194], [5.346, -3.179, -3.688], [3.470, -3.513, -2.685], [4.001, -1.422, -3.138], [3.668, -4.498, -2.580], [2.809, -3.124, -2.029], [4.567, -0.754, -3.642], [3.070, -1.150, -2.853], [-1.123, -5.809, -1.094], [-1.662, -5.560, 0.240], [-0.660, -5.209, 1.352], [-1.193, -5.387, 2.638], [-0.400, -5.510, 3.737], [-2.776, -4.611, 0.221], [-0.531, -6.721, -1.167], [-0.612, -4.959, -1.547], [-1.867, -5.897, -1.885], [-2.145, -6.518, 0.432], [-0.266, -4.203, 1.206], [0.161, -5.913, 1.221], [0.346, -6.300, 3.653], [-1.074, -5.648, 4.582], [0.199, -4.627, 3.961], [-2.207, -3.811, -0.016], [-2.958, -4.414, 1.194], [0.442, 3.037, -1.800], [0.235, 4.150, -2.818], [0.717, 5.569, -2.496], [0.260, 5.927, -1.186], [-1.095, 6.246, -0.915], [0.912, 3.685, -3.980], [1.440, 2.605, -1.727], [-0.100, 2.176, -2.190], [-0.032, 3.355, -0.871], [-0.824, 4.125, -3.078], [0.393, 6.192, -3.330], [1.804, 5.528, -2.432], [-1.816, 5.470, -1.173], [-1.369, 7.216, -1.329], [-1.281, 6.441, 0.141], [1.893, 3.584, -3.763], [0.396, 2.905, -4.363], [-3.697, 0.888, -2.761], [-3.961, 1.549, -1.435], [-4.488, 2.984, -1.654], [-5.085, 3.696, -0.494], [-4.106, 3.896, 0.512], [-5.123, 0.865, -0.932], [-2.896, 1.436, -3.256], [-4.545, 0.919, -3.445], [-3.577, -0.184, -2.600], [-3.153, 1.588, -0.704], [-5.191, 2.868, -2.480], [-3.847, 3.685, -2.190], [-3.391, 3.145, 0.848], [-4.674, 4.155, 1.406], [-3.500, 4.732, 0.165], [-4.775, -0.064, -0.745], [-5.300, 1.186, 0.009], [1.172, 1.087, 5.083], [1.454, 0.760, 3.624], [1.559, 1.999, 2.714], [0.547, 3.007, 2.823], [-0.693, 2.403, 2.436], [2.636, -0.067, 3.652], [1.853, 1.757, 5.608], [1.162, 0.139, 5.621], [0.167, 1.484, 5.227], [0.603, 0.105, 3.435], [1.611, 1.599, 1.701], [2.451, 2.560, 2.992], [-0.862, 1.376, 2.759], [-0.879, 2.546, 1.371], [-1.484, 2.983, 2.910], [2.751, -0.396, 2.704], [3.364, 0.572, 3.939]]}